Entry 1:
{
  "formula": "C5H8N2",
  "method": "ωB97M-V/def2-TZVPD",
  "species": ["C", "C", "C", "C", "N", "C", "N", "H", "H", "H", "H", "H", "H", "H", "H"],
  "coordinates": [[1.37, -0.70, -0.31], [0.22, 0.20, 0.09], [-0.68, 0.66, -1.06], [-1.79, -0.29, -1.17], [-2.64, -1.08, -1.13], [-0.43, 0.01, 1.40], [0.42, 1.18, 1.15], [1.00, -1.57, -0.88], [2.09, -0.17, -0.93], [1.89, -1.08, 0.58], [-0.15, 0.71, -2.01], [-1.07, 1.65, -0.84], [-0.08, -0.81, 2.02], [-1.49, 0.23, 1.50], [1.34, 1.06, 1.58]],
  "smiles": "C[C@@]1(CC#N)CN1",
  "fmax_ev_per_a": 1.10,
  "lumo_ev": 0.86,
  "e_above_lowest_kcal_mol": 30.3,
  "homo_ev": -10.0,
  "charge": 0
}


Entry 2:
{
  "formula": "C5H8N2",
  "method": "ωB97M-V/def2-TZVPD",
  "species": ["C", "C", "C", "C", "N", "C", "N", "H", "H", "H", "H", "H", "H", "H", "H"],
  "coordinates": [[-1.19, -1.16, -0.81], [-0.66, -1.37, 0.49], [-0.72, 0.15, 0.14], [0.49, 0.76, -0.31], [2.88, 0.99, 0.09], [1.71, 0.60, 0.42], [-1.83, 0.73, 0.58], [-0.65, -1.20, -1.73], [2.81, 1.54, -0.76], [-2.26, -1.04, -0.92], [0.38, -1.63, 0.65], [-1.28, -1.68, 1.32], [0.40, 1.52, -1.08], [1.65, 0.06, 1.37], [-1.72, 1.74, 0.56]],
  "fmax_ev_per_a": 1.55,
  "lumo_ev": -1.68,
  "e_above_lowest_kcal_mol": 124.8,
  "homo_ev": -7.2,
  "charge": 0
}


Entry 3:
{
  "formula": "C5H8N2",
  "method": "ωB97M-V/def2-TZVPD",
  "species": ["C", "N", "C", "C", "C", "N", "C", "H", "H", "H", "H", "H", "H", "H", "H"],
  "coordinates": [[2.31, 0.27, -0.05], [0.90, -0.06, -0.01], [0.38, -1.28, 0.30], [-0.99, -1.18, 0.33], [-1.32, 0.17, 0.03], [-2.62, 0.72, 0.03], [-0.13, 0.84, -0.18], [2.84, -0.36, -0.77], [2.42, 1.31, -0.36], [2.77, 0.15, 0.93], [1.03, -2.13, 0.47], [-1.68, -1.98, 0.56], [-3.30, 0.06, -0.36], [-2.67, 1.58, -0.50], [0.06, 1.87, -0.42]],
  "smiles": "Cn1ccc(N)c1",
  "fmax_ev_per_a": 0.21,
  "lumo_ev": 1.04,
  "e_above_lowest_kcal_mol": 10.9,
  "homo_ev": -7.4,
  "charge": 0
}


Entry 4:
{
  "formula": "C5H8N2",
  "method": "ωB97M-V/def2-TZVPD",
  "species": ["C", "N", "C", "C", "C", "C", "N", "H", "H", "H", "H", "H", "H", "H", "H"],
  "coordinates": [[0.13, 1.95, -0.03], [-1.09, 1.06, 0.08], [-0.89, -0.28, 0.03], [-2.12, -1.22, -0.08], [0.35, -0.83, 0.13], [1.73, -0.60, 0.09], [2.85, -0.48, -0.13], [0.64, 2.10, -1.03], [-0.43, 2.97, 0.44], [0.95, 1.33, 0.73], [-1.96, 1.56, -0.54], [-2.91, -1.02, -0.88], [-1.71, -2.25, -0.35], [-2.42, -1.09, 1.16], [0.37, -1.85, 0.02]],
  "smiles": "CN/C(C)=C\\C#N",
  "fmax_ev_per_a": 4.75,
  "lumo_ev": 0.55,
  "e_above_lowest_kcal_mol": 90.9,
  "homo_ev": -8.6,
  "charge": 0
}


Entry 5:
{
  "formula": "C5H8N2",
  "method": "ωB97M-V/def2-TZVPD",
  "species": ["C", "C", "N", "C", "N", "C", "C", "H", "H", "H", "H", "H", "H", "H", "H"],
  "coordinates": [[0.63, 1.96, -0.35], [-0.21, 0.85, 0.17], [-1.33, 1.01, 0.89], [-1.80, -0.18, 1.15], [-1.03, -1.17, 0.63], [0.02, -0.61, -0.02], [1.07, -1.37, -0.73], [0.07, 2.52, -1.10], [0.89, 2.64, 0.45], [1.54, 1.57, -0.80], [-2.69, -0.38, 1.72], [-1.20, -2.16, 0.73], [2.04, -0.88, -0.61], [1.14, -2.38, -0.33], [0.87, -1.43, -1.80]],
  "smiles": "Cc1nc[nH]c1C",
  "fmax_ev_per_a": 4.52,
  "lumo_ev": 0.90,
  "e_above_lowest_kcal_mol": 1.2,
  "homo_ev": -7.8,
  "charge": 0
}


Entry 6:
{
  "formula": "C5H8N2",
  "method": "ωB97M-V/def2-TZVPD",
  "species": ["C", "C", "C", "C", "N", "N", "C", "H", "H", "H", "H", "H", "H", "H", "H"],
  "coordinates": [[0.94, -1.59, 0.23], [0.59, -0.12, 0.17], [-0.24, 0.44, -0.94], [-0.20, -0.39, -2.12], [0.22, -0.97, -3.04], [-0.82, 0.13, 0.36], [-1.19, 1.28, 1.17], [0.04, -2.17, 0.00], [1.72, -1.89, -0.47], [1.24, -1.84, 1.25], [1.36, 0.58, 0.50], [-0.15, 1.50, -1.17], [-0.62, 2.19, 0.94], [-1.02, 1.03, 2.22], [-2.26, 1.50, 1.04]],
  "smiles": "C[C@H]1[C@@H](C#N)N1C",
  "fmax_ev_per_a": 1.20,
  "lumo_ev": 0.90,
  "e_above_lowest_kcal_mol": 44.9,
  "homo_ev": -9.8,
  "charge": 0
}